Computed, not measured: a 14-piece molecular cluster, C35H81F3NO14S7 overall at a distorted geometry, with ωB97M-V/def2-TZVPD.

Structure (ORCA input):
```
! wB97M-V def2-TZVPD RIJCOSX def2/J DEFGRID3
* xyz -1 1
C 0.18777 0.63157 0.55827
O -0.20096 0.41548 -0.83340
O -0.37741 1.87414 0.88417
C -0.21595 -0.59633 1.43587
F -1.48722 -0.59619 1.87759
F -0.04224 -1.77238 0.81024
F 0.56332 -0.73573 2.52869
C 0.57650 -0.38182 -1.72203
C 0.02783 -0.13721 -3.10121
H 0.14528 0.94023 -3.21712
H 0.63860 -0.59985 -3.87647
H -1.03687 -0.36990 -3.12013
H 0.62527 -1.45254 -1.52384
H 1.61241 -0.04861 -1.78502
H 1.26684 0.77082 0.49256
C -3.01783 2.00374 -1.17668
C -3.42327 1.36061 -2.40917
N -3.74379 0.85370 -3.41684
H -3.01583 1.36367 -0.29440
H -3.60951 2.89904 -0.98577
H -1.96748 2.15990 -1.42264
C -2.90017 1.51537 4.30071
S -4.76387 1.70839 4.10402
O -5.35048 0.45388 4.68955
C -4.79756 2.85860 5.50756
H -2.39643 2.46476 4.11904
H -2.48769 0.83627 3.55453
H -2.75515 1.15430 5.31889
H -4.31425 2.29275 6.30401
H -5.84110 3.04180 5.76359
H -4.30769 3.80535 5.27998
C 4.05032 2.11852 -2.06499
S 5.68452 2.68224 -1.40798
O 5.37668 4.12729 -1.06506
C 5.77253 1.64093 0.09228
H 4.12919 1.18804 -2.62721
H 3.61404 2.92805 -2.65015
H 3.37400 1.97714 -1.22196
H 5.17342 1.92989 0.95580
H 6.79998 1.70776 0.45003
H 5.72256 0.58436 -0.17091
C 0.84894 -3.92657 -4.68812
S 1.79419 -5.29961 -5.54634
O 0.92753 -5.83623 -6.72557
C 3.21075 -4.33633 -6.20968
H -0.13458 -4.24409 -4.34174
H 0.69150 -3.10982 -5.39255
H 1.44553 -3.54020 -3.86174
H 2.88661 -3.72607 -7.05266
H 3.93674 -5.08037 -6.53745
H 3.55875 -3.82636 -5.31139
C 1.06808 4.11409 -1.10671
S 2.53289 4.87662 -0.16630
O 2.20496 6.26556 0.37799
C 2.59554 3.73941 1.22987
H 1.01949 4.39320 -2.15925
H 0.14164 4.35086 -0.58351
H 1.23229 3.03669 -1.08817
H 1.69269 3.80396 1.83715
H 3.43232 4.10568 1.82464
H 2.80343 2.72741 0.88239
C -2.75805 6.57168 -4.11043
S -1.58872 5.41507 -3.34745
O -2.25843 4.80083 -2.11529
C -1.57132 4.10693 -4.71691
H -2.26397 6.89179 -5.02777
H -2.97637 7.38700 -3.42073
H -3.56346 5.90620 -4.42117
H -1.18116 4.49670 -5.65710
H -2.59640 3.92579 -5.04015
H -1.09981 3.19931 -4.34007
C 2.62500 -2.99420 0.53805
S 3.58181 -1.62217 -0.17433
O 5.01012 -1.68418 0.27347
C 3.84482 -2.35815 -1.88287
H 1.68765 -3.14430 0.00239
H 2.25840 -2.84361 1.55345
H 3.14349 -3.95220 0.57697
H 4.35577 -3.30652 -1.71660
H 4.29408 -1.73100 -2.65289
H 2.88205 -2.73868 -2.22400
C 1.37199 1.79364 4.18321
S 0.92833 1.75925 5.94987
O -0.18931 2.74952 6.25661
C 0.10314 0.14421 5.81194
H 2.00731 2.65436 3.97436
H 0.53273 1.81707 3.48809
H 1.92144 0.89687 3.89684
H -0.45263 -0.08036 6.72232
H 0.95268 -0.53014 5.70404
H -0.64017 -0.01990 5.03178
C 1.98063 -3.33026 4.31996
C 3.13784 -4.35773 4.24859
O 3.15478 -5.12184 3.29791
C 4.21998 -4.19676 5.28793
H 1.31638 -3.48671 5.16989
H 1.36115 -3.38594 3.42484
H 2.34256 -2.30444 4.38926
H 5.16684 -4.56248 4.89068
H 3.93092 -4.62486 6.24776
H 4.30145 -3.12485 5.46816
C 4.37763 3.66411 -5.69018
C 2.91422 3.22612 -5.36222
O 2.13213 4.05493 -4.92004
C 2.52296 1.78003 -5.56999
H 4.53923 4.74205 -5.68609
H 4.60271 3.32691 -6.70197
H 5.13961 3.22186 -5.04837
H 3.09677 1.20408 -4.84396
H 2.74690 1.48558 -6.59530
H 1.44597 1.69473 -5.42537
C -3.14503 -2.51605 -2.68038
C -2.64886 -3.75730 -1.93014
O -2.19439 -4.71257 -2.51379
C -2.75484 -3.85872 -0.42011
H -2.54681 -1.62352 -2.49703
H -4.15632 -2.26816 -2.35800
H -3.17354 -2.72995 -3.74881
H -2.30202 -2.95135 -0.02045
H -2.25591 -4.75259 -0.04574
H -3.79442 -3.94512 -0.10404
C -6.83685 -1.78266 1.94245
C -5.70977 -1.83484 0.86963
O -5.74703 -2.69990 -0.00762
C -4.64801 -0.72697 0.76535
H -7.80147 -2.21304 1.67341
H -6.96998 -0.75350 2.27592
H -6.47193 -2.27229 2.84533
H -3.87316 -0.92465 1.50604
H -5.15305 0.23325 0.87034
H -4.17471 -0.85500 -0.20815
C -2.24119 -3.23083 3.41203
C -2.35675 -3.11129 4.91312
O -1.40576 -3.55053 5.63415
C -3.55710 -2.40394 5.47915
H -2.95373 -2.52985 2.97725
H -2.45679 -4.26528 3.14460
H -1.24804 -2.89806 3.11036
H -3.71879 -2.66686 6.52453
H -4.42920 -2.53743 4.83905
H -3.24355 -1.36175 5.41887
*
```

Relative energy (zero: lowest compared OMol25 entry of this formula, charge and spin)   2.6694 eV
Orbital gap   0.2587 hartree
E_tot   -5576.93161 Ha


Computed, not measured: a 6-piece molecular cluster, C35H82BFIO15 overall, with ωB97M-V/def2-TZVPD.

Structure (ORCA input):
```
! wB97M-V def2-TZVPD RIJCOSX def2/J DEFGRID3
* xyz -1 1
C 0.18892 -8.01234 0.09865
C 0.66681 -6.98212 -0.90003
I 2.13571 -7.91818 -2.21448
C 1.18085 -5.69419 -0.28172
B 0.27255 -4.41211 -0.79880
C 0.71422 -2.98950 -0.10607
C -0.36491 -1.93152 -0.23363
F -1.13007 -1.81908 0.94955
H 1.01036 -8.44685 0.66433
H -0.51958 -7.53330 0.77310
H -0.32998 -8.82970 -0.40318
H -0.14417 -6.75969 -1.58696
H 2.21404 -5.50446 -0.57761
H 1.18768 -5.79247 0.80885
H -0.92402 -4.66345 -0.59161
H 0.43721 -4.33706 -2.02638
H 1.59424 -2.58895 -0.61737
H 0.95371 -3.09769 0.95580
H 0.02592 -0.93962 -0.46769
H -1.06230 -2.21536 -1.02151
C 2.24706 3.75439 -4.07768
O 1.65370 2.54481 -4.47551
C 2.11768 1.44570 -3.70761
C 1.20333 0.25185 -3.84691
O 0.03338 0.33632 -3.05812
C -1.00257 1.19101 -3.50377
C -1.81734 0.63823 -4.64517
O -1.14352 0.79521 -5.88503
C -1.64584 -0.07202 -6.87306
H 3.33699 3.72951 -4.20651
H 1.83595 4.54415 -4.70421
H 2.02104 3.98202 -3.02817
H 2.17516 1.72690 -2.64775
H 3.12479 1.16796 -4.05065
H 1.73864 -0.61733 -3.45937
H 0.96729 0.06289 -4.89720
H -0.62277 2.18718 -3.74836
H -1.67144 1.29122 -2.64806
H -2.77059 1.18702 -4.68602
H -2.03177 -0.42116 -4.46087
H -1.52681 -1.12057 -6.57732
H -1.07626 0.10396 -7.78413
H -2.70734 0.12121 -7.07386
C -2.13326 7.09352 1.17629
O -2.28718 5.69669 1.18199
C -3.35240 5.27264 0.35162
C -3.25614 3.79513 0.05230
O -2.31629 3.47099 -0.95655
C -0.94932 3.44334 -0.56385
C -0.56514 2.20270 0.20619
O -1.01601 2.29412 1.54503
C -1.08417 1.01560 2.16406
H -3.03227 7.59851 1.55254
H -1.29556 7.33355 1.82833
H -1.91482 7.46478 0.16732
H -3.33846 5.83130 -0.59383
H -4.30715 5.47121 0.86083
H -4.22290 3.48580 -0.35130
H -3.07139 3.22565 0.96596
H -0.68577 4.34480 -0.00520
H -0.38357 3.44044 -1.49894
H 0.53032 2.09520 0.18897
H -1.00234 1.32566 -0.28350
H -1.75668 0.35508 1.61856
H -1.46590 1.16389 3.17401
H -0.09828 0.54715 2.21512
C 5.99084 -9.09225 0.62482
O 5.79999 -7.89167 1.33195
C 4.53514 -7.30817 1.03467
C 4.15717 -6.27723 2.06726
O 3.65297 -6.83135 3.27799
C 4.59424 -7.37227 4.18025
C 5.32510 -6.33649 5.00388
O 6.36654 -5.72875 4.26116
C 6.75776 -4.49202 4.80219
H 5.96425 -8.92805 -0.45923
H 6.96871 -9.48526 0.90120
H 5.22380 -9.83210 0.88435
H 3.76093 -8.08343 1.00051
H 4.58290 -6.82849 0.04947
H 3.33155 -5.69645 1.65456
H 4.99196 -5.59990 2.26213
H 5.30430 -8.03214 3.67489
H 4.00376 -7.97475 4.87563
H 5.75773 -6.82484 5.89054
H 4.60610 -5.57831 5.33885
H 5.92303 -3.78116 4.81173
H 7.55015 -4.09413 4.17097
H 7.14031 -4.60304 5.82540
C -9.36570 1.18131 -4.84694
O -8.39764 2.19631 -4.96002
C -8.90070 3.46383 -4.58552
C -7.77333 4.43587 -4.32674
O -7.15911 4.28202 -3.06002
C -6.24779 3.20164 -2.91495
C -4.89111 3.45334 -3.52659
O -4.93003 3.27551 -4.93181
C -3.83315 3.89284 -5.56635
H -10.22445 1.37204 -5.50303
H -8.89543 0.24633 -5.14353
H -9.72158 1.08673 -3.81421
H -9.51318 3.37610 -3.67885
H -9.53135 3.85649 -5.39725
H -8.20552 5.43910 -4.31004
H -7.03905 4.39352 -5.13451
H -6.67327 2.27049 -3.29447
H -6.10737 3.09638 -1.83704
H -4.16757 2.74863 -3.09281
H -4.56677 4.47340 -3.28231
H -3.83205 4.97611 -5.39283
H -3.91712 3.70693 -6.63521
H -2.88718 3.47451 -5.20363
C 2.59344 0.64334 3.24567
O 2.75197 1.84617 3.96605
C 1.60144 2.67397 3.90881
C 1.65327 3.70929 5.00598
O 1.26912 3.21909 6.28313
C 2.21844 2.43549 6.98245
C 3.30205 3.24105 7.66041
O 4.29103 3.65308 6.73462
C 5.05275 4.73411 7.21024
H 2.41163 0.83247 2.18100
H 3.51708 0.07770 3.34891
H 1.76680 0.04553 3.64432
H 0.68868 2.08064 4.02135
H 1.56753 3.17899 2.93373
H 0.91449 4.47682 4.76644
H 2.63773 4.18172 5.04313
H 2.65390 1.66783 6.33927
H 1.64749 1.93748 7.76954
H 3.77369 2.61960 8.43593
H 2.84808 4.11625 8.14298
H 4.42121 5.60969 7.40485
H 5.77801 4.98795 6.43956
H 5.59008 4.47400 8.13123
*
```

Orbital gap   0.2717 hartree
E_tot   -2933.51244 Ha


Computed, not measured: a 5-piece molecular cluster, C35H85BN7O12 overall at a distorted geometry, with ωB97M-V/def2-TZVPD.

Structure (ORCA input):
```
! wB97M-V def2-TZVPD RIJCOSX def2/J DEFGRID3
* xyz 1 1
C -8.59185 -2.22240 5.54515
C -7.87924 -0.90397 5.78913
O -8.82746 0.12783 6.03128
C -7.01643 -0.54110 4.56841
O -5.64740 -0.28561 4.95714
N -5.09039 0.70085 4.12620
C -4.25267 0.08316 3.11370
C -3.13024 0.97522 2.62955
C -3.56068 2.24204 1.86980
C -4.92485 2.09474 1.20839
O -5.93163 2.44787 1.74258
N -2.22785 1.30349 3.79343
C -2.95556 1.44151 5.11945
C -4.43374 1.72153 4.91990
B -5.19896 1.96266 6.31462
O -4.48491 1.69419 7.49293
N -6.54300 2.36776 6.37775
C -6.92105 3.06402 7.61701
C -7.00753 3.16337 5.22433
H -9.21715 -2.44154 6.40607
H -7.88894 -3.03660 5.40577
H -9.25342 -2.15538 4.68422
H -7.24354 -0.98225 6.66277
H -9.32947 0.22708 5.21689
H -7.03310 -1.33399 3.82103
H -7.38523 0.37720 4.12696
H -4.88156 -0.24680 2.29056
H -3.80614 -0.83212 3.52440
H -2.52331 0.39394 1.94419
H -3.59812 3.11082 2.52201
H -2.82681 2.47816 1.09946
H -4.92943 1.63076 0.20643
H -1.50085 0.59588 3.87519
H -1.75046 2.18039 3.58998
H -2.50223 2.27395 5.64806
H -2.75485 0.56864 5.72687
H -4.51593 2.64911 4.34766
H -3.97427 2.46427 7.76474
H -6.62315 2.51731 8.49895
H -8.00281 3.15702 7.65846
H -6.52138 4.07927 7.62832
H -6.51667 4.13883 5.23157
H -6.77443 2.68305 4.27916
H -8.08021 3.31612 5.26249
C -0.11093 0.86322 0.08660
O -0.10445 2.25689 0.35983
C 1.03389 2.69650 1.10018
C 1.96988 3.53186 0.25378
N 2.63955 2.71709 -0.74825
C 3.40215 3.47619 -1.74351
C 2.63962 4.43901 -2.65129
O 1.76635 3.80441 -3.57028
C 0.48750 3.47693 -3.07113
H -1.08779 0.59985 -0.31495
H 0.63840 0.58731 -0.65698
H 0.06168 0.28417 1.00294
H 1.56213 1.84678 1.54405
H 0.65989 3.32506 1.91723
H 2.72356 3.98071 0.90717
H 1.37994 4.34434 -0.19121
H 1.95014 2.15666 -1.23132
H 3.89636 2.74253 -2.37979
H 4.19340 4.02796 -1.22816
H 3.37930 4.96137 -3.26268
H 2.10876 5.21287 -2.08355
H 0.14115 4.20126 -2.32852
H 0.47189 2.47085 -2.63973
H -0.20808 3.48404 -3.91148
C 10.70110 3.40393 -5.14717
O 9.80404 3.09468 -6.19634
C 9.37449 1.73914 -6.22358
C 7.91037 1.62066 -5.85511
N 7.69053 1.92021 -4.44496
C 6.28691 2.05447 -4.06578
C 5.46604 3.17138 -4.70434
O 5.84668 4.47610 -4.30634
C 6.92626 5.04657 -5.02744
H 11.09001 4.40347 -5.33390
H 10.20394 3.40599 -4.17076
H 11.53917 2.70214 -5.12083
H 9.99619 1.11467 -5.57587
H 9.50179 1.38456 -7.25010
H 7.57650 0.59835 -6.05588
H 7.35107 2.29644 -6.51525
H 8.16921 2.78035 -4.21346
H 6.26719 2.20998 -2.98320
H 5.78495 1.09998 -4.25699
H 4.43700 3.05139 -4.35976
H 5.42852 3.09277 -5.79680
H 6.94213 4.71334 -6.06736
H 7.88539 4.82224 -4.55396
H 6.79736 6.12880 -5.01197
C -3.85201 -5.02283 -3.38715
O -2.96599 -4.52641 -4.37016
C -3.53338 -3.55381 -5.23938
C -2.93632 -2.18453 -4.99150
N -3.36095 -1.64323 -3.70432
C -2.64816 -0.43952 -3.29106
C -1.14413 -0.53252 -3.04918
O -0.78132 -1.31162 -1.92294
C -0.69302 -2.71685 -2.15276
H -3.36663 -5.87196 -2.90888
H -4.07019 -4.27355 -2.61695
H -4.79117 -5.36231 -3.83240
H -4.62314 -3.53186 -5.15091
H -3.28839 -3.85654 -6.26072
H -3.26274 -1.50664 -5.78523
H -1.84565 -2.28637 -5.05842
H -3.23546 -2.35146 -2.99335
H -3.10913 -0.10295 -2.35606
H -2.83532 0.34331 -4.03312
H -0.79286 0.48131 -2.83296
H -0.59401 -0.86249 -3.93693
H -0.36379 -2.94143 -3.16944
H -1.65093 -3.20680 -1.95731
H 0.03619 -3.12322 -1.44919
C 3.23727 -7.70090 2.95527
O 3.54561 -6.33957 3.19295
C 4.82023 -5.93324 2.70604
C 4.68138 -4.98874 1.53072
N 4.17511 -5.67855 0.35065
C 3.79421 -4.79862 -0.75052
C 2.66340 -3.80211 -0.51730
O 1.38396 -4.39339 -0.34961
C 1.08488 -4.83768 0.96187
H 2.33525 -7.93511 3.51830
H 3.04141 -7.89706 1.89554
H 4.04233 -8.35617 3.29751
H 5.43776 -6.79722 2.44689
H 5.31819 -5.40046 3.52082
H 5.66253 -4.56468 1.29878
H 4.02305 -4.16801 1.84734
H 3.37109 -6.23301 0.61244
H 3.50029 -5.44049 -1.58443
H 4.68194 -4.24756 -1.07551
H 2.58440 -3.18718 -1.41887
H 2.87425 -3.11115 0.30764
H 1.55743 -4.21153 1.72268
H 1.37845 -5.87924 1.10841
H 0.00187 -4.78379 1.08797
*
```

Relative energy (zero: lowest compared OMol25 entry of this formula, charge and spin)   0.5441 eV
Orbital gap   0.2525 hartree
E_tot   -2695.12591 Ha